A structure of composition C37H37Cl3InN8O3S2 at a distorted geometry. Source: the Open Molecules 2025 dataset; level of theory: the ωB97M-V functional and the def2-TZVPD basis.

HOMO level: -5.59 eV
E_tot: -121448.389 eV
Total charge: -1
Relative energy (zero: lowest compared OMol25 entry of this formula, charge and spin): 12.07 kcal/mol
Gap between HOMO and LUMO: 7.637 eV

Each line ends with the Mulliken charge.
Geometry (Å):
In 0.613 0.594 -0.468  2.211
N 3.019 0.878 3.315  -0.380
C 2.544 0.770 2.078  0.520
S 1.112 1.660 1.804  -0.678
N 3.352 0.183 1.217  -1.312
N 2.871 -0.059 -0.036  0.634
C 3.643 -0.614 -0.888  0.041
C 5.078 -0.881 -0.454  -0.655
C 5.984 0.167 -0.427  -0.036
C 7.333 -0.115 -0.033  -0.728
C 7.713 -1.412 0.255  -0.400
C 6.811 -2.448 0.124  -0.813
C 5.503 -2.174 -0.188  0.063
C 3.237 -0.892 -2.291  0.644
C 3.954 -1.775 -3.064  -0.378
C 3.486 -2.022 -4.348  -0.937
C 2.360 -1.275 -4.757  -0.596
C 1.760 -0.354 -3.956  -0.515
N 2.215 -0.159 -2.727  0.203
H 2.401 1.303 3.976  0.188
H 3.771 0.385 3.806  0.236
H 5.641 1.172 -0.670  0.496
H 7.975 0.751 0.086  0.375
H 8.741 -1.604 0.642  0.312
H 7.124 -3.434 0.222  0.513
H 4.769 -2.987 -0.221  0.335
H 4.908 -2.219 -2.782  0.447
H 3.910 -2.776 -4.957  0.485
H 2.049 -1.373 -5.765  0.475
H 0.935 0.238 -4.325  0.426
Cl -2.021 1.190 -3.241  -0.215
C -1.724 2.858 -2.832  0.565
C -2.789 3.706 -3.113  -0.592
C -2.599 5.031 -2.873  -0.464
C -1.418 5.486 -2.281  -0.737
C -0.353 4.634 -2.008  0.285
Cl 1.123 5.289 -1.411  -0.225
C -0.451 3.259 -2.384  -0.008
S 0.961 2.169 -2.309  -0.462
H -3.757 3.278 -3.391  0.366
H -3.366 5.793 -3.011  0.303
H -1.253 6.507 -1.987  0.400
C -3.148 -2.651 1.868  -1.053
N -4.218 -2.264 2.746  0.170
C -3.984 -2.435 4.197  -1.064
C -5.378 -2.913 2.421  0.539
N -6.363 -3.504 2.288  -0.670
H -3.213 -3.673 1.533  0.511
H -2.217 -2.430 2.398  0.437
H -3.096 -2.083 0.883  -0.021
H -4.100 -3.462 4.476  0.371
H -4.778 -1.812 4.693  0.302
H -3.068 -1.920 4.375  0.446
C -1.788 3.859 2.275  -0.909
C -2.840 3.680 1.121  -0.491
C -3.472 2.269 1.311  2.194
C -4.638 1.956 0.340  -1.232
C -4.914 0.437 0.207  -0.622
C -4.177 2.104 2.703  -0.097
O -5.145 2.745 3.058  -0.682
N -3.485 1.191 3.516  0.295
C -2.288 0.431 3.191  -0.462
O -1.795 -0.182 4.099  -0.743
N -1.814 0.390 1.922  0.435
C -2.296 1.307 1.095  -0.721
O -1.722 1.467 -0.007  -0.484
H -1.529 4.896 2.365  0.556
H -0.887 3.300 2.015  -0.005
H -2.255 3.618 3.270  0.267
H -2.374 3.756 0.139  -0.202
H -3.642 4.433 1.232  0.510
H -4.364 2.364 -0.642  0.179
H -5.562 2.468 0.627  0.548
H -4.250 0.031 -0.541  0.159
H -5.993 0.331 -0.002  0.403
H -4.699 -0.077 1.156  -0.063
H -3.742 1.108 4.494  0.316
Cl 2.772 -6.104 -2.735  -0.281
C 2.007 -4.824 -1.832  -0.084
C 1.104 -4.031 -2.566  -0.481
C 0.491 -2.958 -2.045  -0.521
C 0.801 -2.585 -0.714  0.569
C 0.032 -1.450 -0.086  -1.591
C 1.793 -3.289 -0.005  -0.423
C 2.326 -4.421 -0.578  -0.368
H 0.871 -4.316 -3.576  0.442
H -0.257 -2.385 -2.622  0.411
H 0.108 -1.454 0.989  0.409
H -1.015 -1.499 -0.383  0.464
H 2.026 -3.051 0.987  0.628
H 3.007 -5.098 0.018  0.317

A structure of composition C37H37F10Ge2N3O3SSn at a distorted geometry. Source: the Open Molecules 2025 dataset; level of theory: the ωB97M-V functional and the def2-TZVPD basis.

HOMO level: -1.82 eV
E_tot: -206455.279 eV
Total charge: -2
Relative energy (zero: lowest compared OMol25 entry of this formula, charge and spin): 0.00 kcal/mol
Gap between HOMO and LUMO: 6.080 eV

Each line ends with the Mulliken charge.
Geometry (Å):
Sn 0.849 0.084 0.952  0.481
C -0.111 -1.354 3.918  -1.062
N 0.503 -0.082 3.529  1.460
C 1.757 0.124 4.264  -0.554
C 2.836 -0.938 3.993  -2.045
N 3.260 -1.046 2.617  -0.402
C 4.229 -0.286 2.136  0.455
C 4.673 -0.546 0.798  0.125
F 4.106 -1.588 0.157  -0.301
C 5.651 0.159 0.148  -0.211
F 6.011 -0.171 -1.102  -0.332
C 6.306 1.204 0.788  0.808
F 7.294 1.894 0.170  -0.363
C 5.938 1.497 2.085  -0.047
F 6.572 2.493 2.732  -0.348
C 4.946 0.790 2.735  0.272
F 4.655 1.200 4.003  -0.409
C -0.472 0.984 3.819  -1.244
C -0.120 2.364 3.296  -0.797
N -0.093 2.337 1.849  0.260
C -0.172 3.478 1.179  -0.722
C -0.129 4.822 1.665  0.446
F 0.058 5.090 2.985  -0.377
C -0.222 5.927 0.843  0.042
F -0.156 7.157 1.385  -0.344
C -0.371 5.805 -0.523  0.523
F -0.474 6.898 -1.316  -0.366
C -0.407 4.525 -1.058  -0.434
F -0.545 4.379 -2.386  -0.397
C -0.313 3.430 -0.239  0.168
F -0.355 2.204 -0.797  0.750
H -0.313 -1.373 5.001  0.327
H -1.049 -1.473 3.376  0.082
H 0.538 -2.182 3.653  0.277
H 2.159 1.098 3.991  0.392
H 1.543 0.137 5.348  0.170
H 3.666 -0.739 4.680  0.558
H 2.441 -1.922 4.267  0.478
H -1.409 0.693 3.341  0.089
H -0.631 1.049 4.910  0.361
H -0.897 3.042 3.668  0.489
H 0.833 2.713 3.715  0.435
C -0.051 -4.040 0.784  -1.828
C 1.247 -3.294 0.482  2.078
C 2.458 -4.218 0.514  -1.825
O 1.385 -2.290 1.485  0.312
C 1.085 -2.698 -0.948  -0.319
O 1.156 -3.493 -1.888  -0.820
O 0.841 -1.445 -1.017  0.061
H 0.034 -4.589 1.726  0.520
H -0.275 -4.730 -0.028  0.352
H -0.865 -3.317 0.870  0.176
H 2.502 -4.756 1.464  0.390
H 3.369 -3.628 0.390  0.295
H 2.394 -4.924 -0.311  0.415
H 2.328 -2.010 1.605  0.183
C -1.496 1.427 -4.676  -1.472
Ge -0.374 0.423 -3.343  1.758
C 0.571 -0.869 -4.513  -1.384
C 1.049 1.695 -2.823  -1.067
Ge -1.827 -0.384 -1.506  0.315
C -2.455 -2.209 -2.030  0.268
C -2.294 -2.564 -3.370  -0.206
C -2.650 -3.820 -3.840  -0.892
C -3.195 -4.753 -2.971  -0.509
C -3.385 -4.412 -1.640  -0.860
C -3.014 -3.157 -1.176  0.310
C -3.521 0.684 -1.504  -0.375
C -3.486 2.048 -1.792  0.408
C -4.618 2.843 -1.673  -1.005
C -5.821 2.277 -1.275  -0.468
C -5.880 0.917 -1.003  -0.735
C -4.741 0.131 -1.118  0.029
H -0.843 1.789 -5.474  0.456
H -2.000 2.286 -4.232  0.316
H -2.262 0.788 -5.123  0.390
H 1.319 -0.305 -5.074  0.484
H -0.088 -1.370 -5.225  0.426
H 1.064 -1.630 -3.910  0.297
H 1.844 1.660 -3.570  0.586
H 1.469 1.403 -1.861  0.086
H 0.672 2.715 -2.753  0.184
H -1.869 -1.844 -4.058  0.000
H -2.491 -4.071 -4.882  0.382
H -3.461 -5.743 -3.326  0.342
H -3.823 -5.127 -0.952  0.375
H -3.158 -2.918 -0.129  0.187
H -2.557 2.496 -2.118  0.060
H -4.561 3.903 -1.892  0.448
H -6.705 2.897 -1.174  0.338
H -6.820 0.468 -0.700  0.395
H -4.804 -0.928 -0.902  0.310
S -2.627 -0.778 1.428  -0.346
C -1.358 -0.415 0.476  -0.518

> The lowest total charge belongs to which entry?

C37H37F10Ge2N3O3SSn

> HOMO level of number 2 (C37H37F10Ge2N3O3SSn)?

-1.82 eV

> E_tot of number 2 (C37H37F10Ge2N3O3SSn)?

-206455.279 eV

> Which value of relative energy (zero: lowest compared OMol25 entry of this formula, charge and spin) does entry 2 give?

0.00 kcal/mol